Record 1
Density functional theory data (ωB97M-V/def2-TZVPD) for a cluster of 4 separate species, H8O4 in total in a non-equilibrium geometry.

Geometry as XYZ:
```
12
Properties=species:S:1:pos:R:3:nbo_charge:R:1
O -15.00119 -14.03407 16.29276 -0.94
H -14.90841 -13.27228 16.85003 0.48
H -14.60590 -14.71471 16.83692 0.48
O -17.90770 -13.92671 12.22322 -0.95
H -18.29495 -13.37522 12.89222 0.49
H -17.52709 -14.63778 12.72597 0.46
O -17.63893 -14.01427 15.23457 -0.98
H -16.74777 -14.22383 15.48600 0.50
H -18.22224 -14.36202 15.86036 0.47
O -18.17028 -11.48188 13.69083 -0.95
H -18.90186 -10.90892 13.98945 0.47
H -17.80201 -11.87054 14.49680 0.49
```

Properties
Energy above the lowest of the compared OMol25 structures with the same formula, charge and spin: 77.92 kJ/mol
Frontier orbital gap: 10.498 eV
Net charge: 0
Structure (SMILES): O.O.O.O
HOMO: -0.3760 Eh



Record 2
Density functional theory data (ωB97M-V/def2-TZVPD) for a cluster of 4 separate species, H8O4 in total.

Geometry as XYZ:
```
12
Properties=species:S:1:pos:R:3:nbo_charge:R:1
O -1.95762 -3.26747 0.21608 -0.96
H -1.78230 -3.89188 -0.49461 0.46
H -1.32752 -2.53907 0.07021 0.49
O 2.35980 2.16950 0.82703 -0.95
H 2.68354 2.58857 0.02367 0.47
H 1.40991 2.05176 0.67171 0.48
O -0.11199 -1.08739 -0.18612 -0.98
H 0.09277 -0.22191 -0.57718 0.50
H 0.72187 -1.39486 0.19047 0.48
O -0.31119 1.79316 -0.29586 -0.97
H -0.79934 1.87295 0.53613 0.49
H -0.97793 1.92665 -0.98153 0.49
```

Properties
Energy above the lowest of the compared OMol25 structures with the same formula, charge and spin: 72.18 kJ/mol
Frontier orbital gap: 11.023 eV
Net charge: 0
Structure (SMILES): O.O.O.O
HOMO: -0.3968 Eh



Record 3
Density functional theory data (ωB97M-V/def2-TZVPD) for a structure of composition H8O4Rb.

Geometry as XYZ:
```
13
Properties=species:S:1:pos:R:3:nbo_charge:R:1
Rb 23.27464 -2.38689 13.58396 0.99
O 22.65176 0.06492 14.84192 -0.98
H 23.13271 0.87345 15.01855 0.49
H 21.85924 0.13600 15.37399 0.49
O 23.83322 -4.21870 11.42890 -0.98
H 23.16482 -4.59928 10.85915 0.49
H 24.62472 -4.19983 10.89093 0.49
O 24.82747 -3.24320 15.90017 -0.96
H 25.24894 -3.26200 16.75938 0.50
H 24.05890 -3.80538 15.99752 0.46
O 25.39758 -0.37225 13.44880 -0.97
H 26.11344 -0.61643 12.86216 0.48
H 25.30023 0.57236 13.32841 0.48
```

Properties
Energy above the lowest of the compared OMol25 structures with the same formula, charge and spin: 21.98 kJ/mol
Frontier orbital gap: 12.156 eV
Net charge: +1
HOMO: -0.5665 Eh



Record 4
Density functional theory data (ωB97M-V/def2-TZVPD) for a cluster of 2 separate species, H9NO2Si5 in total in a non-equilibrium geometry.

Geometry as XYZ:
```
17
Properties=species:S:1:pos:R:3:nbo_charge:R:1
N -2.11171 -0.10930 -0.53047 0.15
O -3.19008 -0.57459 -0.89416 -0.34
O -1.35261 0.30758 -1.45019 -0.45
Si 1.63826 -1.03969 -0.95813 0.15
Si 1.60034 1.27369 -0.71066 0.20
Si -0.03472 -1.93627 0.58712 0.27
Si -0.13185 1.91464 0.70849 0.16
Si -1.28110 0.03239 1.02647 0.57
H 1.16363 -1.37404 -2.47929 -0.07
H 3.22682 -1.24807 -0.99834 -0.07
H 2.78155 1.59857 0.31459 -0.11
H 1.64870 2.44694 -1.72050 -0.06
H -0.62281 -3.04542 -0.10126 -0.09
H 0.53094 -2.17682 1.95496 -0.11
H 0.04741 2.49522 2.05875 -0.11
H -1.08646 3.01225 0.35655 -0.08
H -2.82629 -1.57709 2.83609 -0.02
```

Properties
Energy above the lowest of the compared OMol25 structures with the same formula, charge and spin: 355.25 kJ/mol
Frontier orbital gap (alpha / beta): 8.058 / 7.306 eV
Net charge: 0
HOMO (alpha / beta): -0.3694 / -0.3128 Eh



Record 5
Density functional theory data (ωB97M-V/def2-TZVPD) for a structure of composition H9NaO5 in a non-equilibrium geometry.

Geometry as XYZ:
```
15
Properties=species:S:1:pos:R:3:lowdin_charge:R:1
Na -5.39868 -14.95362 -14.92962 -0.05
O -6.08884 -16.33393 -15.82217 -0.41
H -6.60041 -15.57665 -16.16761 -0.07
O -5.03412 -13.45280 -14.13726 -0.06
H -5.91582 -13.08363 -14.08665 0.13
H -4.45236 -12.70072 -14.02691 0.14
O -6.59904 -14.97044 -13.75047 -0.04
H -7.03077 -14.30461 -13.21521 0.09
H -7.10918 -15.76645 -13.60093 0.11
O -4.12137 -15.74088 -14.11187 -0.02
H -3.23569 -15.70861 -13.75025 0.10
H -4.52976 -16.49113 -13.67992 0.10
O -4.13234 -13.92505 -15.73846 -0.04
H -3.25274 -13.99844 -16.10880 0.09
H -3.98887 -13.65998 -14.82995 -0.05
```

Properties
Energy above the lowest of the compared OMol25 structures with the same formula, charge and spin: 974.84 kJ/mol
Frontier orbital gap: 6.107 eV
Net charge: 0
HOMO: -0.2428 Eh



Record 6
Density functional theory data (ωB97M-V/def2-TZVPD) for a cluster of 4 separate species, H9O4 in total in a non-equilibrium geometry.

Geometry as XYZ:
```
13
Properties=species:S:1:pos:R:3:nbo_charge:R:1
O 0.12748 0.20525 -0.15135 -0.85
H 0.74735 0.04011 0.61537 0.55
H -0.79331 -0.10350 0.04501 0.55
H 0.48336 0.05076 -1.09041 0.55
O 0.85507 0.30557 -2.57485 -0.96
H 0.44619 0.02238 -3.40145 0.52
H 1.36149 1.10345 -2.75682 0.51
O -2.23744 -0.57234 0.63910 -0.98
H -2.67591 0.28100 0.53552 0.51
H -2.82713 -1.30274 0.83318 0.53
O 1.35358 -0.05865 2.09278 -0.96
H 1.49764 0.78240 2.53393 0.51
H 1.66161 -0.75368 2.68000 0.52
```

Properties
Energy above the lowest of the compared OMol25 structures with the same formula, charge and spin: 24.38 kJ/mol
Frontier orbital gap: 13.497 eV
Net charge: +1
HOMO: -0.6086 Eh



Record 7
Density functional theory data (ωB97M-V/def2-TZVPD) for a cluster of 5 separate species, H9O5 in total.

Geometry as XYZ:
```
14
Properties=species:S:1:pos:R:3:nbo_charge:R:1
O 0.29925 1.24483 -1.31622 -1.24
H 0.09884 2.09472 -0.89216 0.43
O -0.26128 -0.64068 0.55836 -1.01
H -0.76583 -1.10110 -0.12299 0.45
H -0.09073 0.20355 0.07235 0.52
O 2.86312 1.68297 -1.04370 -1.03
H 3.01805 2.47444 -1.56026 0.44
H 1.88415 1.41840 -1.17796 0.51
O -0.33213 1.20901 -3.86590 -1.02
H 0.08570 1.35116 -2.95021 0.52
H 0.27924 0.60865 -4.30627 0.44
O -2.52133 -3.79284 5.75323 -0.95
H -2.19292 -3.88031 4.85028 0.48
H -2.36415 -2.87280 6.00146 0.47
```

Properties
Energy above the lowest of the compared OMol25 structures with the same formula, charge and spin: 54.20 kJ/mol
Frontier orbital gap: 7.785 eV
Net charge: -1
HOMO: -0.1793 Eh



Record 8
Density functional theory data (ωB97M-V/def2-TZVPD) for a cluster of 2 separate species, HIN2 in total in a non-equilibrium geometry.

Geometry as XYZ:
```
4
Properties=species:S:1:pos:R:3:nbo_charge:R:1
N -0.95348 -0.68001 0.11533 -0.37
N 0.45957 0.78199 0.10309 -0.51
I 2.13206 -0.07515 0.07533 0.59
H -1.63816 -0.02683 -0.29375 0.29
```

Properties
Energy above the lowest of the compared OMol25 structures with the same formula, charge and spin: 822.48 kJ/mol
Frontier orbital gap (alpha / beta): 6.351 / 6.355 eV
Net charge: 0
HOMO (alpha / beta): -0.3326 / -0.3327 Eh



The evaluated DFT total energy for the records listed, in turn: -8319.8684 -8319.9279 -8970.9704 -45110.1882 -14790.5949 -8329.8723 -10385.0130 -11089.0084 eV.